The following is a quantum chemistry calculation of a 2-piece molecular cluster, C30H55BF3NO10 overall at a distorted geometry, from OMol25.

Structure (XYZ):
```
100
C30H55BF3NO10 (ωB97M-V/def2-TZVPD)
C 2.9913 -5.8239 4.7274
C 2.9924 -4.8266 3.8222
C 3.1641 -3.3765 4.1145
O 3.9240 -2.6809 3.4839
O 2.4686 -2.8279 5.1321
C 1.1281 -3.2553 5.4212
C 0.0982 -2.6805 4.4703
C 0.0059 -3.3562 3.0924
C 0.7626 -2.5775 1.9812
C -0.1309 -2.3264 0.7720
C 0.4945 -1.4532 -0.3096
C 0.9438 -0.0575 0.1426
C -0.0063 0.6256 1.1163
C -1.3573 0.9661 0.4754
O -2.4139 0.2253 1.1570
C -3.4017 -0.0978 0.2583
C -4.6479 0.7258 0.3528
O -3.2541 -0.9919 -0.5312
O 1.1183 0.7016 -1.0491
C 1.5385 2.0323 -0.8736
O 2.5350 2.1725 0.1039
C 1.9732 2.6457 -2.2312
C 1.6735 1.7833 -3.4379
C 2.5802 0.5342 -3.5625
C 1.7272 -0.7048 -3.8295
C 2.5322 -1.9902 -3.9832
C 1.8213 -3.0665 -4.8275
C 0.3025 -3.1475 -4.5840
C -0.2402 -4.5917 -4.5040
C -1.5556 -4.5947 -3.7179
C -1.3346 -4.5199 -2.1918
O 1.2735 3.8721 -2.4261
C 1.6637 4.9092 -1.5383
B 1.3114 6.3376 -2.1463
N 1.0974 7.4671 -1.2516
O 1.2003 6.5016 -3.4999
H 2.2504 -6.6156 4.6530
H 3.7018 -5.8996 5.5436
H 2.8371 -5.0804 2.7767
H 1.0353 -4.3356 5.5137
H 0.9167 -2.8597 6.4149
H -0.8613 -2.8395 4.9742
H 0.2026 -1.5979 4.3936
H -1.0433 -3.3365 2.7967
H 0.3440 -4.3908 3.1270
H 1.1212 -1.6377 2.4036
H 1.6655 -3.1139 1.6789
H -0.3311 -3.2989 0.3112
H -1.1084 -1.9373 1.0570
H -0.2073 -1.3371 -1.1402
H 1.3682 -1.9596 -0.7302
H 1.8962 -0.2041 0.6605
H -0.1922 0.0390 2.0123
H 0.4238 1.5634 1.4710
H -1.3587 0.7364 -0.5883
H -1.5855 2.0203 0.6454
H -4.4025 1.7751 0.1856
H -5.0413 0.6696 1.3693
H -5.3983 0.3606 -0.3385
H 0.6899 2.6323 -0.5307
H 3.3580 1.7905 -0.2209
H 3.0406 2.8964 -2.1871
H 0.6298 1.4742 -3.4676
H 1.8370 2.4021 -4.3217
H 3.0849 0.3882 -2.6033
H 3.3303 0.6604 -4.3423
H 1.1579 -0.5123 -4.7447
H 1.0343 -0.8093 -3.0002
H 3.5135 -1.8031 -4.4254
H 2.7248 -2.4340 -3.0002
H 2.2644 -4.0477 -4.6549
H 1.9936 -2.8042 -5.8744
H 0.0017 -2.6464 -3.6641
H -0.2132 -2.6660 -5.4165
H -0.3915 -4.9940 -5.5051
H 0.5033 -5.1666 -3.9482
H -2.1257 -5.4954 -3.9471
H -2.1597 -3.7352 -4.0133
H -1.8996 -5.3103 -1.6976
H -1.6736 -3.5777 -1.7633
H -0.2844 -4.6625 -1.9316
H 2.7238 4.8490 -1.2627
H 1.0850 4.8230 -0.6081
H 1.0839 7.1387 -0.2911
H 0.1758 7.8738 -1.3864
H 0.5983 7.2148 -3.7305
C -3.5992 2.7888 3.5274
C -4.1813 4.0921 4.0223
O -3.3102 5.1949 3.6976
C -3.4047 5.6609 2.4630
O -4.1290 5.2662 1.5989
C -2.4452 6.8538 2.2850
F -1.2453 6.5967 2.8125
F -2.9448 7.9363 2.8906
F -2.2808 7.1333 0.9955
H -2.5901 2.6601 3.9218
H -4.2066 1.9404 3.8401
H -3.5173 2.7652 2.4412
H -4.2639 4.0916 5.1066
H -5.1770 4.2686 3.6174
```

Values from the calculation:
Gap between HOMO and LUMO ... 9.32 eV
Multiplicity ... 1
Net charge ... 0
SMILES ... C=CC(=O)OCCCCCC[C@H](CCOC(C)=O)O[C@@H](O)[C@@H](CCCCCCCCC)OCB(N)O.CCOC(=O)C(F)(F)F
DFT total energy ... -62796.31060 eV
Molecular weight ... 657.573 Da
Highest occupied orbital energy ... -9.3662 eV

Results of the Mulliken charge analysis, in e, for atoms 1 through 99: C -0.6422; C -0.2439; C 0.7464; O -0.5852; O -0.3880; C -0.5637; C -0.8182; C -0.7846; C -0.4101; C -0.8008; C -0.6273; C -0.2940; C -1.3250; C -0.5711; O -0.3550; C 0.7141; C -1.0538; O -0.5128; O 0.1990; C -0.5582; O -0.5339; C 0.1462; C -1.1002; C -0.6031; C 0.4587; C -0.7301; C -0.8524; C 0.1721; C -0.9062; C -0.7713; C -0.6541; O -0.4286; C -0.3439; B 0.4497; N -0.6688; O -0.5181; H 0.2974; H 0.2817; H 0.3225; H 0.2769; H 0.4219; H 0.4518; H 0.2833; H 0.5917; H 0.3547; H 0.4307; H 0.2943; H 0.5452; H -0.1596; H 0.3558; H 0.3879; H 0.6470; H 0.2667; H 0.7206; H 0.4993; H 0.4262; H 0.2416; H 0.2758; H 0.3547; H 0.1826; H 0.4055; H 0.4571; H 0.3105; H 0.5185; H 0.1248; H 0.6032; H 0.2341; H -0.4848; H 0.3178; H 0.2536; H 0.4773; H 0.3397; H -0.1847; H 0.2764; H 0.3444; H 0.4367; H 0.3678; H 0.3822; H 0.4614; H -0.0502; H 0.2766; H 0.2608; H 0.0957; H 0.2531; H 0.2530; H 0.2822; C -0.7243; C -0.4265; O -0.3100; C 0.3681; O -0.5200; C 0.9252; F -0.2549; F -0.2660; F -0.2446; H 0.3081; H 0.4329; H 0.0275; H 0.3465